Molecular formula: C36H55N4OP2SeTi
Method: DFT, wB97M-V/def2-TZVPD

Structure (ORCA input):
```
! RIJCOSX wB97M-V def2-TZVPD def2/J DEFGRID3
* xyz 1 3
C 2.83 -0.45 -1.25
C 0.96 -0.94 -2.54
C 3.65 -0.83 -2.32
C 1.71 -1.22 -3.71
C 3.09 -1.20 -3.56
H 4.73 -0.84 -2.14
H 1.23 -1.69 -4.58
H 3.72 -1.45 -4.40
N 1.51 -0.17 -1.49
P 2.48 0.91 1.21
P -2.02 -1.27 -1.78
C 3.36 -0.38 0.19
H 3.32 -1.38 0.70
H 4.45 -0.22 0.13
C -0.57 0.52 2.01
O -1.20 0.45 3.03
C -0.22 -1.86 -2.37
H -0.39 -2.26 -3.36
C -2.85 -3.02 -1.95
C -3.22 0.24 -2.32
C 2.72 0.32 2.96
C 3.53 2.43 0.83
C -3.03 -3.50 -0.48
H -3.61 -2.76 0.12
H -3.60 -4.46 -0.47
H -2.02 -3.64 -0.02
C -4.20 -3.05 -2.71
H -4.92 -2.32 -2.30
H -4.01 -2.83 -3.78
H -4.67 -4.07 -2.60
C -1.99 -4.08 -2.71
H -2.45 -5.08 -2.59
H -1.99 -3.92 -3.81
H -0.96 -4.15 -2.31
C -4.48 0.15 -1.41
H -4.24 0.44 -0.37
H -5.22 0.89 -1.76
H -4.98 -0.83 -1.38
C -2.59 1.64 -2.13
H -2.42 1.87 -1.06
H -1.64 1.76 -2.68
H -3.33 2.40 -2.46
C -3.48 0.03 -3.81
H -4.16 -0.83 -3.99
H -3.93 0.96 -4.24
H -2.50 -0.18 -4.32
C 3.20 3.54 1.84
H 3.64 4.48 1.46
H 2.11 3.69 1.93
H 3.65 3.34 2.82
C 3.16 2.87 -0.59
H 3.32 2.08 -1.34
H 2.11 3.17 -0.66
H 3.77 3.74 -0.88
C 5.05 2.15 0.84
H 5.56 3.13 0.75
H 5.40 1.71 1.78
H 5.39 1.54 -0.01
C 2.09 -1.09 3.09
H 2.59 -1.84 2.47
H 2.18 -1.40 4.14
H 1.02 -1.09 2.84
C 1.98 1.30 3.90
H 0.92 1.39 3.64
H 2.05 0.87 4.92
H 2.44 2.30 3.91
C 4.21 0.24 3.35
H 4.80 -0.28 2.58
H 4.63 1.24 3.56
H 4.29 -0.35 4.28
Ti 0.33 0.45 0.29
N -0.12 -1.54 0.23
C -0.13 -2.27 -0.90
C 0.58 -3.58 -0.69
C 0.29 -4.04 0.60
C 1.31 -4.44 -1.55
C 0.78 -5.25 1.07
H -0.36 -3.47 1.28
C 1.76 -5.69 -1.06
H 1.47 -4.22 -2.60
C 1.51 -6.11 0.24
H 0.54 -5.54 2.09
H 2.29 -6.39 -1.72
H 1.81 -7.10 0.61
C 0.32 5.66 1.66
N -0.70 4.72 2.15
C -1.47 4.93 3.27
C -2.40 3.95 3.32
N -2.19 3.14 2.21
C -3.17 2.21 1.66
C -1.09 3.58 1.53
Se -0.30 2.93 -0.06
H 1.22 5.65 2.29
H -0.13 6.67 1.62
H 0.66 5.40 0.66
H -1.27 5.77 3.92
H -3.25 3.77 3.98
H -3.71 1.85 2.54
H -3.86 2.72 0.96
H -2.72 1.36 1.15
*
```

As for the largest force on an atom: 0.1085 hartree/bohr. As for the HOMO energy (spin up / spin down): -8.66 / -8.72 eV. As for the gap between HOMO and LUMO (spin up / spin down): 5.7 / 5.6 eV. As for the relative energy (zero: lowest compared OMol25 entry of this formula, charge and spin): 59.1 kcal per mole. The LUMO energy (spin up / spin down) is -2.945 / -3.096 eV.



Molecular formula: C36H56AlCaCl4Cs2F6KN2O7PS
Method: DFT, wB97M-V/def2-TZVPD

Structure (ORCA input):
```
! RIJCOSX wB97M-V def2-TZVPD def2/J DEFGRID3
* xyz 1 1
C -0.37 -1.44 -1.65
C -1.30 -0.55 -0.61
C -0.36 0.06 0.57
P -0.69 1.78 1.37
C 1.17 2.30 1.41
C 1.84 2.96 2.67
C 3.33 3.46 2.21
O 4.23 2.36 1.93
C -0.66 2.42 -0.44
C 0.26 2.02 -1.64
C 1.79 1.67 -1.71
C 2.83 2.94 -1.72
O 4.04 2.42 -2.40
C 4.92 2.00 -1.30
C -1.06 3.61 1.86
C -2.27 4.51 1.45
S -3.36 4.36 -0.01
C -2.63 5.01 -1.57
N -1.56 5.95 -1.80
N -1.46 5.99 -3.17
C -2.43 5.14 -3.79
O -3.20 4.51 -2.77
C -0.40 1.16 3.15
C 0.52 -0.07 3.49
C -0.16 -1.31 4.24
C 0.56 -2.61 4.62
C 2.07 -2.84 4.26
C 2.71 -4.24 4.65
C 2.79 -1.66 3.55
C 2.01 -0.34 3.20
C -2.53 1.26 1.41
F -2.79 -0.17 1.84
C -3.53 1.93 2.52
C -4.54 0.86 3.23
H -0.91 -2.44 -1.92
H 0.64 -1.76 -1.19
H -0.20 -0.91 -2.67
H -2.08 -1.38 -0.24
H -1.92 0.16 -1.26
H -0.45 -0.84 1.30
H 0.71 -0.08 0.16
H 1.90 1.47 1.07
H 1.35 3.12 0.60
H 2.05 2.32 3.59
H 1.37 3.93 3.08
H 3.16 4.18 1.34
H 3.71 4.12 3.09
H 5.02 2.54 2.50
H -1.74 2.29 -0.91
H -0.56 3.58 -0.39
H -0.27 1.25 -2.33
H 0.22 2.93 -2.39
H 2.26 0.91 -0.98
H 1.98 1.20 -2.77
H 2.39 3.82 -2.30
H 3.16 3.20 -0.66
H 5.80 1.36 -1.67
H 5.36 2.92 -0.75
H 4.34 1.36 -0.54
H -1.04 3.67 3.03
H -0.16 4.29 1.60
H -1.92 5.63 1.38
H -3.00 4.61 2.34
H -2.61 4.95 -4.90
H -1.42 0.84 3.62
H -0.15 1.95 3.97
H -1.28 -1.24 4.52
H 0.01 -3.45 5.17
H 3.86 -4.25 4.61
H 2.40 -4.57 5.71
H 2.35 -5.08 3.94
H 3.89 -1.75 3.26
H 2.63 0.46 2.70
H -3.10 1.34 0.41
H -2.97 2.38 3.42
H -4.26 2.70 2.10
H -5.28 1.52 3.85
H -5.18 0.28 2.49
H -4.01 0.21 4.01
Cs -3.60 0.67 -1.15
F 2.23 -5.43 -0.32
Al 3.53 -6.02 0.76
F 4.47 -4.65 1.36
F 4.58 -7.12 -0.14
F 2.80 -6.89 2.13
C 7.13 -5.49 -2.18
Cl 7.56 -5.83 -0.49
Cl 6.81 -7.00 -3.05
Cl 5.74 -4.41 -2.27
H 7.98 -5.00 -2.65
C -6.96 5.82 -6.94
C -6.28 5.61 -5.74
C -5.50 4.47 -5.57
C -5.40 3.53 -6.60
C -6.08 3.74 -7.80
C -6.86 4.88 -7.97
H -7.57 6.71 -7.07
H -6.35 6.35 -4.94
H -4.97 4.31 -4.63
H -4.79 2.64 -6.47
H -6.00 3.01 -8.60
H -7.40 5.04 -8.90
Ca -7.30 3.36 -4.63
C 0.97 -9.77 3.09
C 1.99 -10.74 3.60
O 1.27 -11.96 3.66
C 0.31 -11.87 2.69
O -0.31 -12.80 2.26
O 0.16 -10.58 2.25
F 2.39 -10.41 4.85
H 0.36 -9.35 3.88
H 1.42 -8.95 2.52
H 2.86 -10.87 2.94
Cl 0.13 -6.24 -0.77
O 3.93 -1.49 -2.69
H 4.43 -2.27 -2.47
Cs 1.89 -1.19 -3.47
K -5.40 7.02 -8.51
*
```

As for the largest force on an atom: 0.2078 hartree/bohr. As for the HOMO energy: -8.36 eV. As for the gap between HOMO and LUMO: 1.6 eV. As for the relative energy (zero: lowest compared OMol25 entry of this formula, charge and spin): 250.8 kcal per mole. The LUMO energy is -6.797 eV.



Molecular formula: C36H56B2O37V
Method: DFT, wB97M-V/def2-TZVPD

Structure (ORCA input):
```
! RIJCOSX wB97M-V def2-TZVPD def2/J DEFGRID3
* xyz 0 4
V -14.07 -20.37 -2.38
O -9.94 -13.81 -6.11
C -9.93 -14.85 -5.52
O -10.28 -15.12 -4.26
B -10.15 -16.56 -3.98
O -9.54 -17.13 -5.19
C -9.53 -16.20 -6.19
O -9.21 -16.40 -7.34
O -11.49 -17.17 -3.68
C -11.48 -17.82 -2.51
O -12.32 -18.61 -1.97
C -10.11 -17.49 -1.91
O -9.37 -16.87 -2.78
O -9.76 -17.77 -0.74
O -17.77 -21.88 -5.48
C -18.21 -21.54 -4.35
O -19.44 -21.81 -3.91
B -19.45 -21.51 -2.43
O -18.25 -20.61 -2.29
C -17.47 -20.71 -3.30
O -16.27 -20.37 -3.29
O -20.75 -20.89 -2.24
C -21.47 -21.54 -1.34
O -22.63 -21.25 -1.00
C -20.53 -22.72 -0.84
O -19.48 -22.73 -1.53
O -20.78 -23.58 0.00
C -11.71 -14.72 5.47
C -12.09 -13.93 4.28
O -12.27 -14.84 3.19
C -12.38 -14.41 1.93
O -12.59 -13.18 1.67
O -12.47 -15.47 1.01
C -12.20 -16.84 1.38
H -11.52 -14.20 6.40
H -10.86 -15.34 5.20
H -12.48 -15.48 5.61
H -11.29 -13.26 3.97
H -13.00 -13.40 4.57
H -12.44 -17.54 0.58
H -12.81 -16.96 2.27
H -11.19 -17.06 1.71
C -12.04 -20.02 -8.12
C -12.34 -18.72 -7.45
O -12.55 -18.99 -6.15
C -13.79 -19.09 -5.50
O -13.95 -19.54 -4.35
O -14.79 -18.88 -6.37
C -16.20 -19.03 -6.04
H -12.89 -20.70 -8.07
H -11.24 -20.63 -7.70
H -11.75 -20.08 -9.17
H -13.00 -18.09 -8.04
H -11.46 -18.09 -7.52
H -16.61 -19.97 -6.41
H -16.71 -18.26 -6.62
H -16.47 -18.79 -5.01
C -12.49 -21.35 3.36
C -12.67 -20.15 2.47
O -11.60 -20.20 1.47
C -11.69 -20.65 0.30
O -12.71 -20.67 -0.41
O -10.42 -20.91 -0.21
C -9.20 -20.69 0.59
H -12.35 -22.23 2.73
H -13.45 -21.43 3.86
H -11.60 -21.34 3.99
H -12.73 -19.27 3.11
H -13.64 -20.35 2.02
H -8.92 -19.64 0.70
H -8.37 -21.25 0.15
H -9.37 -21.03 1.61
C -8.73 -20.09 -3.64
C -9.89 -20.54 -4.53
O -10.22 -21.89 -4.34
C -11.29 -22.10 -3.48
O -12.17 -21.24 -3.18
O -11.25 -23.34 -3.03
C -10.59 -24.40 -3.70
H -8.88 -20.24 -2.57
H -8.48 -19.04 -3.72
H -7.78 -20.55 -3.92
H -9.66 -20.56 -5.59
H -10.80 -19.93 -4.52
H -11.04 -25.36 -3.45
H -9.50 -24.43 -3.62
H -10.80 -24.27 -4.76
C -12.98 -23.46 -6.03
C -14.26 -22.60 -5.98
O -15.25 -23.50 -5.43
C -15.41 -23.49 -4.03
O -14.84 -22.69 -3.19
O -16.34 -24.47 -3.65
C -16.90 -24.52 -2.34
H -12.10 -22.82 -6.00
H -12.94 -24.05 -6.95
H -12.95 -24.09 -5.14
H -14.54 -22.23 -6.96
H -14.08 -21.71 -5.37
H -17.43 -23.57 -2.21
H -16.18 -24.59 -1.53
H -17.59 -25.36 -2.36
C -13.99 -24.88 1.10
C -14.02 -23.50 0.32
O -14.94 -22.72 1.04
C -15.65 -21.75 0.45
O -15.34 -21.37 -0.68
O -16.67 -21.45 1.26
C -17.58 -20.47 0.91
H -13.94 -24.71 2.18
H -13.27 -25.58 0.69
H -14.87 -25.45 0.80
H -14.41 -23.64 -0.69
H -13.06 -22.99 0.31
H -17.12 -19.52 0.63
H -18.20 -20.33 1.80
H -18.24 -20.91 0.16
C -15.91 -16.11 -3.71
C -14.70 -16.27 -2.89
O -15.04 -16.42 -1.50
C -15.27 -17.58 -0.92
O -15.00 -18.64 -1.46
O -15.60 -17.34 0.42
C -15.93 -16.12 1.00
H -16.43 -15.18 -3.50
H -16.50 -17.03 -3.73
H -15.69 -15.94 -4.76
H -14.15 -15.33 -2.97
H -14.08 -17.03 -3.37
H -16.04 -16.12 2.09
H -16.88 -15.82 0.56
H -15.22 -15.36 0.69
*
```

As for the largest force on an atom: 0.1293 hartree/bohr. As for the HOMO energy (spin up / spin down): -8.40 / -9.71 eV. As for the gap between HOMO and LUMO (spin up / spin down): 8.0 / 9.2 eV. The LUMO energy (spin up / spin down) is -0.421 / -0.461 eV.



Molecular formula: C36H56BF4InN2O14
Method: DFT, wB97M-V/def2-TZVPD

Structure (ORCA input):
```
! RIJCOSX wB97M-V def2-TZVPD def2/J DEFGRID3
* xyz 2 1
In -1.34 0.73 0.50
B 0.67 -1.82 0.23
F 0.63 -2.60 -0.83
F 1.29 -0.68 -0.19
F -0.72 -1.76 0.60
F 1.30 -2.37 1.33
O -3.53 0.96 0.50
C -4.37 0.07 0.39
O -5.53 0.44 0.12
C -6.45 -0.66 0.06
C -5.57 -1.88 -0.14
C -4.22 -1.42 0.38
H -7.19 -0.54 -0.74
H -7.05 -0.74 0.99
H -5.47 -2.15 -1.18
H -5.98 -2.75 0.37
H -3.41 -1.84 -0.23
H -3.98 -1.72 1.42
O 5.66 -0.12 -4.84
C 4.56 0.15 -4.53
O 3.89 -0.34 -3.43
C 2.85 0.61 -3.11
C 2.32 1.19 -4.40
C 3.63 1.15 -5.23
H 3.38 1.39 -2.57
H 2.16 0.08 -2.47
H 2.00 2.19 -4.24
H 1.54 0.56 -4.82
H 4.14 2.09 -5.07
H 3.60 0.87 -6.28
O -2.27 1.29 2.43
C -2.46 0.97 3.58
O -1.60 0.39 4.35
C -2.28 -0.32 5.44
C -3.70 -0.45 4.86
C -3.82 0.99 4.28
H -2.15 0.19 6.39
H -1.70 -1.24 5.54
H -4.46 -0.69 5.59
H -3.71 -1.21 4.09
H -3.90 1.75 5.05
H -4.60 1.14 3.54
O -2.46 2.98 -0.80
C -2.32 3.03 -2.02
O -1.49 2.22 -2.59
C -1.23 2.70 -3.91
C -2.41 3.56 -4.37
C -2.97 3.98 -3.02
H -1.03 1.86 -4.59
H -0.26 3.21 -3.83
H -3.11 2.86 -4.87
H -2.15 4.38 -5.03
H -4.01 4.07 -2.94
H -2.57 4.98 -2.80
O -0.99 -0.02 -1.63
C -1.87 -0.45 -2.38
O -3.15 -0.11 -2.30
C -3.87 -0.51 -3.58
C -3.05 -1.74 -4.03
C -1.65 -1.41 -3.56
H -3.70 0.39 -4.19
H -4.92 -0.63 -3.34
H -3.18 -1.83 -5.12
H -3.49 -2.66 -3.61
H -1.07 -0.87 -4.31
H -1.09 -2.26 -3.16
O 0.15 0.25 1.98
C 0.67 0.78 2.94
O 0.43 2.01 3.24
C 1.32 2.41 4.29
C 1.73 1.15 5.03
C 1.37 0.03 4.02
H 0.74 3.12 4.88
H 2.18 2.86 3.80
H 1.13 1.06 5.94
H 2.82 1.23 5.30
H 0.59 -0.67 4.34
H 2.20 -0.48 3.61
O -0.01 2.52 0.55
C 0.94 2.95 -0.11
O 0.83 3.90 -1.03
C 2.15 4.40 -1.49
C 3.02 3.81 -0.39
C 2.35 2.57 0.03
H 2.05 5.46 -1.57
H 2.44 3.94 -2.46
H 3.11 4.59 0.39
H 4.01 3.71 -0.78
H 2.60 2.14 1.03
H 2.55 1.75 -0.67
C 1.13 -3.27 5.32
C 1.34 -3.70 3.89
C 0.08 -4.18 3.16
C -1.02 -3.26 3.12
N -1.89 -2.52 3.01
H 0.81 -4.12 5.94
H 0.30 -2.55 5.33
H 2.02 -2.87 5.82
H 2.05 -4.55 3.75
H 1.76 -2.88 3.28
H -0.28 -5.17 3.53
H 0.31 -4.42 2.13
C 6.28 -2.67 -2.74
C 6.26 -3.00 -1.25
C 4.87 -2.94 -0.58
C 4.56 -1.51 -0.35
N 4.55 -0.39 -0.09
H 7.31 -2.60 -3.06
H 5.74 -1.78 -3.02
H 5.83 -3.52 -3.24
H 6.89 -2.32 -0.68
H 6.68 -4.00 -1.08
H 4.81 -3.48 0.38
H 4.09 -3.38 -1.22
*
```

As for the largest force on an atom: 0.0749 hartree/bohr. As for the HOMO energy: -13.60 eV. As for the gap between HOMO and LUMO: 7.8 eV. The LUMO energy is -5.755 eV.